1.
C70H61F3O21Si2 | the ωB97M-V functional and the def2-TZVPD basis

The calculation puts the HOMO energy at -0.316 hartree. The energy is -5162.147582 Ha. For the energy above the lowest of the compared OMol25 structures with the same formula, charge and spin, the calculation gives 54.4 kcal per mole. Its LUMO energy is -1.88 eV. The value obtained for the maximum force is 3.566 eV Å⁻¹. The orbital gap is 6.715 eV.

The geometry in ORCA input format:
```
! RIJCOSX wB97M-V def2-TZVPD def2/J DEFGRID3
* xyz 0 1
C -2.8263 2.6934 7.9761
C -3.8603 2.0314 6.9350
C -3.3130 2.2582 5.4231
C -2.5270 0.9248 5.0249
C -1.2530 1.1906 4.0647
C -0.8705 -0.2205 3.4104
Si -0.1660 -0.1323 1.6372
O 0.4128 1.4262 1.1621
Si -0.8376 2.2037 0.2540
C -0.4821 4.0873 -0.0408
C -1.8702 4.7209 -0.4952
C -1.7583 6.1278 -1.2004
F -0.5586 6.8588 -1.3840
C -2.9875 6.6747 -1.7222
F -3.6527 6.0015 -2.7625
F -3.6268 7.8391 -1.2475
H -1.8879 2.0661 8.1252
H -2.5277 3.7398 7.6592
H -3.3293 2.7617 8.9936
H -4.8789 2.4999 7.0912
H -3.8630 0.9083 7.1514
H -4.2441 2.3888 4.7755
H -2.6872 3.2025 5.3535
H -2.1262 0.4130 5.9624
H -3.2716 0.2291 4.5094
H -1.5487 1.9948 3.3264
H -0.3919 1.5526 4.7161
H -0.0907 -0.7054 4.0933
H -1.8017 -0.8826 3.3625
H 0.8763 -1.1850 1.5426
H -1.1784 -0.5241 0.6281
H -1.1621 1.5493 -1.0085
H -2.0599 2.1812 1.0942
H -0.0615 4.5229 0.9201
H 0.3298 4.1115 -0.8327
H -2.5954 4.7263 0.3887
H -2.3146 4.0042 -1.2758
C -5.0203 0.4309 12.6264
C -4.9502 0.5542 11.3009
C -5.6947 1.6150 10.5890
O -5.6325 1.7267 9.3798
C -6.5184 2.5344 11.4034
C -6.5886 2.4112 12.7290
C -5.8441 1.3503 13.4411
O -5.9059 1.2385 14.6497
H -4.4827 -0.3400 13.1641
H -4.3515 -0.1096 10.6895
H -7.0559 3.3053 10.8656
H -7.1872 3.0751 13.3402
C -1.0181 -5.7131 2.4401
C -1.1200 -4.5673 1.7663
C -2.1585 -3.5710 2.1025
O -2.2535 -2.5253 1.4861
C -3.0792 -3.8918 3.2152
C -2.9769 -5.0372 3.8883
C -1.9371 -6.0339 3.5510
O -1.8418 -7.0805 4.1672
H -0.2645 -6.4550 2.2074
H -0.4587 -4.3156 0.9554
H -3.8333 -3.1500 3.4479
H -3.6422 -5.2894 4.7049
C 0.6364 4.6196 -3.7136
C 1.3527 5.1659 -4.6959
C 1.8524 4.3524 -5.8238
O 2.5085 4.8495 -6.7204
C 1.5264 2.9092 -5.8221
C 0.8105 2.3629 -4.8399
C 0.3107 3.1776 -3.7116
O -0.3448 2.6782 -2.8140
H 0.2638 5.2004 -2.8801
H 1.6000 6.2199 -4.7129
H 1.9001 2.3285 -6.6563
H 0.5636 1.3085 -4.8221
C -2.8343 10.9644 3.1908
C -2.5612 9.6850 3.4484
C -1.8058 8.8537 2.4865
O -1.5567 7.6862 2.7197
C -1.3657 9.4961 1.2299
C -1.6375 10.7752 0.9717
C -2.3923 11.6069 1.9335
O -2.6398 12.7740 1.7008
H -3.3863 11.5878 3.8829
H -2.8760 9.1998 4.3638
H -0.8138 8.8764 0.5336
H -1.3221 11.2599 0.0562
C 4.8328 3.0557 -8.2767
C 5.1058 3.5955 -9.4645
C 6.0713 2.9637 -10.3900
O 6.3227 3.4564 -11.4729
C 6.7203 1.7101 -9.9477
C 6.4468 1.1708 -8.7600
C 5.4817 1.8026 -7.8354
O 5.2296 1.3093 -6.7506
H 4.1295 3.5047 -7.5865
H 4.6391 4.5120 -9.8036
H 7.4234 1.2610 -10.6371
H 6.9126 0.2559 -8.4212
C 8.8872 -2.0524 -7.9042
C 9.1628 -3.3332 -7.6582
C 9.9128 -4.1569 -8.6311
O 10.1627 -5.3248 -8.4085
C 10.3462 -3.5048 -9.8860
C 10.0704 -2.2240 -10.1319
C 9.3207 -1.4007 -9.1591
O 9.0703 -0.2306 -9.3822
H 8.3388 -1.4349 -7.2035
H 8.8538 -3.8256 -6.7447
H 10.8945 -4.1223 -10.5862
H 10.3795 -1.7313 -11.0453
C 4.9964 5.1605 -0.8553
C 6.0396 4.3771 -0.5813
C 5.9802 2.9158 -0.8020
O 6.9299 2.2007 -0.5508
C 4.7203 2.3578 -1.3395
C 3.6775 3.1414 -1.6133
C 3.7370 4.6024 -1.3926
O 2.7859 5.3181 -1.6444
H 5.0217 6.2317 -0.6993
H 6.9692 4.7691 -0.1882
H 4.6946 1.2868 -1.4955
H 2.7474 2.7490 -2.0064
C -0.8096 -10.0386 6.3329
C -0.5699 -9.4959 5.1378
C 0.3948 -10.1090 4.1990
O 0.6172 -9.6153 3.1090
C 1.0809 -11.3453 4.6345
C 0.8404 -11.8864 5.8287
C -0.1241 -11.2740 6.7685
O -0.3447 -11.7693 7.8575
H -1.5114 -9.6041 7.0338
H -1.0655 -8.5885 4.8014
H 1.7830 -11.7804 3.9341
H 1.3341 -12.7902 6.1636
C 0.4827 -6.5258 -2.4500
C 0.5448 -6.3756 -3.7730
C -0.2222 -5.3140 -4.4611
O -0.1677 -5.1777 -5.6678
C -1.0583 -4.4259 -3.6252
C -1.1205 -4.5760 -2.3022
C -0.3538 -5.6370 -1.6149
O -0.4091 -5.7732 -0.4054
H 1.0363 -7.2974 -1.9294
H 1.1524 -7.0166 -4.3997
H -1.6122 -3.6543 -4.1451
H -1.7282 -3.9351 -1.6761
C -5.4620 -4.3074 -4.3946
C -6.1049 -5.0694 -5.2797
C -6.0380 -6.5453 -5.2128
O -6.6218 -7.2406 -6.0200
C -5.2321 -7.1430 -4.1258
C -4.5895 -6.3807 -3.2410
C -4.6567 -4.9051 -3.3082
O -4.0717 -4.2094 -2.4997
H -5.4992 -3.2258 -4.4287
H -6.6994 -4.6483 -6.0808
H -5.1948 -8.2245 -4.0915
H -3.9947 -6.8016 -2.4395
*
```

Mulliken population analysis, charges in e, atoms 1 to 8: atom 1 (C): -0.99, atom 2 (C): -0.33, atom 3 (C): -0.52, atom 4 (C): -0.53, atom 5 (C): -0.35, atom 6 (C): -0.19, atom 7 (Si): 0.46, atom 8 (O): -0.22

---

2.
C70H69BF9GaN3O3S | the ωB97M-V functional and the def2-TZVPD basis

The calculation puts the HOMO energy at -0.146 hartree. The energy is -6345.400962 Ha. For the energy above the lowest of the compared OMol25 structures with the same formula, charge and spin, the calculation gives 0.0 kcal per mole. Its LUMO energy is 1.67 eV. The value obtained for the maximum force is 1.119 eV Å⁻¹. The orbital gap is 5.654 eV.

The geometry in ORCA input format:
```
! RIJCOSX wB97M-V def2-TZVPD def2/J DEFGRID3
* xyz -1 1
C 2.7701 0.3466 9.7579
B 2.6193 -1.0684 9.0286
O 1.6851 -1.9583 9.5959
Ga 3.8396 -1.4240 7.3319
C 3.5167 0.1575 6.0305
C 3.6913 -0.2072 4.5372
C 2.4220 -0.0029 3.6877
C 2.6510 1.0103 2.5821
S 1.1173 1.5031 1.7340
C 0.2768 2.3706 2.9684
N 0.7185 3.3404 3.7007
N -0.3139 3.6892 4.5453
C -1.2992 2.9191 4.2466
O -1.0068 2.0511 3.2662
C 5.8044 -1.4274 7.9724
C 6.7884 -2.0487 6.9609
C 7.8797 -1.1043 6.5310
N 9.1823 -1.6627 6.3330
O 7.7217 0.0660 6.3525
C 3.4757 -3.1858 6.3562
C 4.2178 -4.3378 6.6512
C 4.0048 -5.5496 5.9877
C 3.0269 -5.6546 4.9985
C 2.2672 -4.5291 4.6895
C 2.4988 -3.3238 5.3607
H 3.8203 0.4459 10.0337
H 2.1187 0.4787 10.6225
H 2.6016 1.1218 9.0069
H 0.7939 -1.5972 9.6091
H 2.5072 0.5195 6.2107
H 4.2418 0.9137 6.3197
H 4.0746 -1.2162 4.4073
H 4.4585 0.4593 4.1337
H 2.1516 -0.9562 3.2332
H 1.5815 0.2982 4.3070
H 3.1142 1.9090 2.9779
H 3.2897 0.5989 1.8074
H -2.2592 2.9370 4.7232
H 6.0543 -0.3941 8.1902
H 5.8240 -1.9914 8.9023
H 7.2714 -2.9157 7.4134
H 6.2782 -2.4118 6.0689
H 9.3441 -1.7178 5.3349
H 9.2515 -2.5775 6.7550
H 4.9915 -4.3118 7.4084
H 4.6011 -6.4247 6.2161
H 2.8521 -6.5856 4.4802
H 1.5161 -4.5864 3.9139
H 1.8859 -2.4752 5.0792
F -0.1384 -0.5637 -0.9428
C -1.4672 -0.5375 -0.7322
C -1.9841 0.3277 0.2124
C -3.3567 0.3469 0.4133
C -4.1882 -0.4916 -0.3184
C -3.6431 -1.3551 -1.2592
C -2.2725 -1.3794 -1.4736
H -1.3270 0.9729 0.7811
H -3.7805 1.0227 1.1459
H -5.2579 -0.4719 -0.1539
H -4.2848 -2.0145 -1.8282
H -1.8295 -2.0407 -2.2038
F -5.7025 3.7184 -3.9622
C -5.0199 4.2131 -2.9040
C -4.6043 3.3461 -1.9149
C -3.8994 3.8586 -0.8361
C -3.6285 5.2183 -0.7554
C -4.0610 6.0712 -1.7615
C -4.7596 5.5669 -2.8501
H -4.8274 2.2892 -1.9906
H -3.5602 3.1892 -0.0577
H -3.0811 5.6116 0.0906
H -3.8579 7.1316 -1.6988
H -5.1000 6.2136 -3.6484
F -1.6825 -4.0829 -3.2855
C -0.4915 -4.7052 -3.4311
C 0.5532 -4.0164 -4.0112
C 1.7764 -4.6563 -4.1491
C 1.9340 -5.9662 -3.7173
C 0.8649 -6.6383 -3.1409
C -0.3601 -6.0055 -2.9897
H 0.4076 -2.9972 -4.3439
H 2.6080 -4.1272 -4.5957
H 2.8841 -6.4642 -3.8280
H 0.9843 -7.6597 -2.8060
H -1.2036 -6.5070 -2.5344
F -5.8111 8.5827 -0.0075
C -7.0934 8.1816 0.1128
C -7.9611 8.9397 0.8727
C -9.2800 8.5251 0.9900
C -9.7084 7.3657 0.3579
C -8.8153 6.6185 -0.3982
C -7.4964 7.0279 -0.5280
H -7.6046 9.8362 1.3620
H -9.9745 9.1102 1.5778
H -10.7369 7.0449 0.4555
H -9.1441 5.7123 -0.8887
H -6.7858 6.4636 -1.1174
F 9.7623 -1.7008 2.5448
C 10.8663 -2.4433 2.3507
C 11.9322 -1.8987 1.6621
C 13.0694 -2.6693 1.4701
C 13.1265 -3.9678 1.9574
C 12.0425 -4.4961 2.6446
C 10.9045 -3.7304 2.8491
H 11.8652 -0.8870 1.2852
H 13.9139 -2.2527 0.9376
H 14.0146 -4.5659 1.8026
H 12.0811 -5.5082 3.0243
H 10.0530 -4.1232 3.3893
F -4.6740 3.0114 -10.1354
C -4.0334 2.7171 -8.9781
C -2.7107 2.3304 -9.0305
C -2.0585 2.0331 -7.8425
C -2.7345 2.1191 -6.6331
C -4.0674 2.5077 -6.6077
C -4.7265 2.8147 -7.7895
H -2.2060 2.2646 -9.9851
H -1.0194 1.7336 -7.8627
H -2.2228 1.8836 -5.7095
H -4.5949 2.5729 -5.6677
H -5.7629 3.1262 -7.7928
F -9.7444 6.5172 -11.8486
C -9.2816 5.2499 -11.8723
C -8.0522 4.9757 -11.3078
C -7.5809 3.6706 -11.3314
C -8.3391 2.6679 -11.9222
C -9.5712 2.9684 -12.4864
C -10.0535 4.2691 -12.4610
H -7.4771 5.7746 -10.8588
H -6.6242 3.4370 -10.8896
H -7.9678 1.6519 -11.9414
H -10.1609 2.1884 -12.9493
H -11.0137 4.5249 -12.8888
F -6.5044 0.6807 3.6629
C -5.8419 0.3540 4.7928
C -4.4859 0.1080 4.7253
C -3.8055 -0.2232 5.8882
C -4.4880 -0.3105 7.0940
C -5.8532 -0.0623 7.1368
C -6.5411 0.2768 5.9800
H -3.9739 0.1740 3.7736
H -2.7411 -0.4137 5.8510
H -3.9554 -0.5719 7.9982
H -6.3872 -0.1330 8.0748
H -7.6034 0.4806 5.9930
F 3.7899 -7.2153 -5.9728
C 4.8524 -6.4548 -6.3091
C 5.3197 -5.5112 -5.4151
C 6.4149 -4.7383 -5.7728
C 7.0197 -4.9113 -7.0100
C 6.5309 -5.8646 -7.8924
C 5.4410 -6.6482 -7.5425
H 4.8357 -5.3869 -4.4561
H 6.7964 -3.9997 -5.0810
H 7.8716 -4.3042 -7.2849
H 6.9986 -5.9998 -8.8583
H 5.0478 -7.4009 -8.2125
*
```

Mulliken population analysis, charges in e, atoms 1 to 8: atom 1 (C): -1.10, atom 2 (B): 0.74, atom 3 (O): -0.62, atom 4 (Ga): -1.20, atom 5 (C): -0.80, atom 6 (C): -0.66, atom 7 (C): -0.48, atom 8 (C): -0.92

---

Question: maximum force of number 1 (C70H61F3O21Si2)?
Answer: 3.566 eV Å⁻¹

---

Question: What is the formula in the second record?
Answer: C70H69BF9GaN3O3S